Entry 1:
Density functional theory data (ωB97M-V/def2-TZVPD) for a molecular structure, C31H20N4O2PSeZn.

Last column: Mulliken charge in e.
Positions of all 60 atoms, in Å:
Zn  0.572  -0.619  -0.703  0.0150
Se  -0.737  -8.207  -0.433  0.3072
N  -1.126  -6.861  0.665  -0.8366
C  -0.664  -5.772  0.112  0.9246
C  -0.791  -4.451  0.717  0.5502
C  -1.425  -4.227  1.939  -0.5501
C  -1.504  -2.940  2.428  -1.0658
C  -0.940  -1.910  1.687  0.4368
N  -0.326  -2.111  0.528  -0.2933
C  -0.254  -3.360  0.038  -0.1048
C  0.414  -3.523  -1.259  -0.0097
N  0.885  -2.403  -1.825  -0.4698
C  1.509  -2.478  -2.997  0.1239
C  1.681  -3.693  -3.657  -0.8164
C  1.197  -4.848  -3.086  -0.5236
C  0.544  -4.773  -1.853  0.5924
C  -0.004  -5.932  -1.158  0.8608
N  0.063  -7.150  -1.622  -0.8287
H  -1.848  -5.064  2.478  0.5595
H  -1.991  -2.724  3.367  0.4593
H  -0.981  -0.885  2.031  0.2589
H  1.875  -1.537  -3.388  0.3382
H  2.195  -3.710  -4.607  0.4700
H  1.312  -5.810  -3.568  0.5488
O  2.635  1.396  -3.601  -0.6923
C  2.006  1.348  -2.564  0.1366
O  1.730  0.224  -1.975  -0.6156
C  1.527  2.660  -1.949  0.7889
C  1.959  3.805  -2.624  -0.7106
C  1.625  5.074  -2.194  -0.5746
C  0.837  5.235  -1.061  -0.8085
C  0.397  4.118  -0.383  0.0309
C  0.731  2.825  -0.810  -0.4723
P  0.037  1.524  0.253  1.0243
C  -1.743  1.941  0.278  0.8221
C  -2.302  2.447  -0.897  -0.2887
C  -3.665  2.684  -0.986  -0.7802
C  -4.493  2.422  0.094  -0.5444
C  -3.951  1.911  1.263  -0.9563
C  -2.589  1.663  1.352  0.0116
C  0.857  1.832  1.859  1.0460
C  2.115  2.437  1.842  -0.3963
C  2.833  2.608  3.016  -0.7574
C  2.310  2.180  4.226  -0.5391
C  1.069  1.563  4.254  -1.1044
C  0.355  1.379  3.080  0.0227
H  2.569  3.656  -3.503  0.5281
H  1.979  5.938  -2.741  0.4359
H  0.568  6.222  -0.708  0.4678
H  -0.219  4.247  0.500  0.4508
H  -1.673  2.672  -1.749  0.4360
H  -4.075  3.084  -1.903  0.4352
H  -5.555  2.617  0.027  0.4029
H  -4.586  1.707  2.115  0.4382
H  -2.208  1.272  2.282  0.1208
H  2.540  2.787  0.911  0.3955
H  3.804  3.084  2.979  0.4286
H  2.868  2.322  5.141  0.3974
H  0.651  1.222  5.191  0.4308
H  -0.601  0.885  3.147  0.0426

Summary:
Energy relative to the best compared isomer or geometry (same formula, charge and spin): 0.721 eV
LUMO: -3.690 eV
Gap between HOMO and LUMO: 7.7 eV
Total charge: +1


Entry 2:
Density functional theory data (ωB97M-V/def2-TZVPD) for a molecular structure, CH4OTl.

Last column: Mulliken charge in e.
Positions of all 7 atoms, in Å:
Tl  10.411  24.595  -2.483  1.3916
C  15.009  20.947  -2.134  -0.0885
O  14.430  22.198  -1.825  0.0650
H  14.938  20.778  -3.208  0.3184
H  16.056  20.924  -1.832  0.3948
H  14.526  20.088  -1.667  0.4354
H  14.623  22.347  -0.897  0.4833

Summary:
Energy relative to the best compared isomer or geometry (same formula, charge and spin): 0.000 eV
LUMO: -23.104 eV
Gap between HOMO and LUMO: 2.8 eV
Total charge: +3